Entry 1:
Density functional theory data (wB97M-V/def2-TZVPD) for 8 unconnected molecules or ions with the total composition C13H43N15O9.

Each line ends with the Löwdin charge.
Atoms and positions in Å:
1 C -3.81127 10.52729 14.32037  -0.1399
2 O -2.66031 10.13018 14.99025  -0.2060
3 C -3.00065 9.41202 16.20770  -0.2181
4 C -1.74199 9.02300 16.91527  -0.2406
5 N -0.88925 8.23099 16.04609  -0.0357
6 C 0.18847 7.67990 16.84722  -0.2245
7 C 1.21999 8.69090 17.21743  -0.2328
8 O 1.72267 9.19245 15.98565  -0.1885
9 C 2.80171 10.12553 16.11437  -0.0917
10 H -3.45150 11.06054 13.45559  0.0846
11 H -4.27913 11.25771 14.99905  0.0840
12 H -4.56483 9.71170 14.12729  0.1019
13 H -3.61843 8.52436 15.89135  0.1191
14 H -3.56148 10.13252 16.81487  0.1163
15 H -1.98366 8.42040 17.80267  0.1025
16 H -1.24768 9.92540 17.36444  0.1268
17 H -0.45432 8.89102 15.36941  0.1235
18 H 0.57649 6.79184 16.27050  0.1311
19 H -0.27143 7.35795 17.80205  0.1141
20 H 1.96073 8.21044 17.86100  0.0996
21 H 0.72035 9.50725 17.74468  0.0933
22 H 3.36229 10.23738 15.09744  0.1216
23 H 3.54504 9.74961 16.82314  0.0796
24 H 2.45290 11.09148 16.39712  0.0555
25 N 0.98399 3.81146 20.07891  0.1792
26 C 0.20905 4.18809 19.02870  -0.6476
27 N 0.73410 4.16352 17.74955  0.1679
28 O -0.91119 4.67691 19.23964  -0.0371
29 H 1.90638 3.40238 19.97008  0.1147
30 H 0.49527 4.02661 20.94793  0.0394
31 H 1.70085 4.33847 17.57120  0.0633
32 H 0.16891 4.79165 17.22987  0.0590
33 N 5.36017 6.65402 19.07464  0.1494
34 C 4.11831 6.01257 18.88298  -0.5474
35 N 3.12286 6.81441 19.46662  0.1374
36 O 3.95862 4.91722 18.26260  -0.0194
37 H 5.41549 7.55581 19.46172  0.0731
38 H 6.19877 6.24015 18.76240  0.0840
39 H 3.21486 7.25875 20.39809  0.0949
40 H 2.19458 6.51741 19.27241  0.0612
41 N 1.26395 10.90062 19.87021  0.1923
42 C 0.41158 11.96985 19.81716  -0.6872
43 N 0.72255 12.92139 18.90137  0.1557
44 O -0.42970 12.23252 20.63024  0.0430
45 H 1.76927 10.82744 19.02320  0.0594
46 H 0.98190 10.05937 20.31703  0.0436
47 H 0.38916 13.85795 18.93165  0.0999
48 H 1.65012 12.89776 18.51565  0.0888
49 N 3.16211 8.05175 22.93802  0.1658
50 C 3.14264 6.79137 23.33455  -0.7519
51 N 1.93675 6.16610 23.16482  0.1504
52 O 4.05362 6.20999 23.86698  0.0341
53 H 3.96609 8.62936 23.10251  0.1113
54 H 2.27809 8.41199 22.58476  0.0760
55 H 1.39794 6.26646 22.29433  0.0692
56 H 1.98220 5.22879 23.49573  0.0835
57 N -3.93516 6.14479 18.17539  0.1752
58 C -4.43302 7.12518 18.94968  -0.6134
59 N -5.35848 7.94778 18.20008  0.1397
60 O -4.17732 7.33283 20.12580  0.0160
61 H -3.65038 6.46124 17.27236  0.0857
62 H -3.18707 5.60801 18.60046  0.0898
63 H -5.83366 8.74350 18.60370  0.0967
64 H -5.77325 7.61489 17.36696  0.0710
65 N -1.52546 9.57877 20.73517  0.1863
66 C -0.87831 8.48632 21.20469  -0.6177
67 N -1.63686 7.39793 21.46233  0.1931
68 O 0.36945 8.46380 21.43982  -0.0643
69 H -2.42338 9.56194 20.34070  0.0798
70 H -0.99601 10.48447 20.78296  0.0715
71 H -1.12456 6.54254 21.55066  0.0607
72 H -2.61413 7.38682 21.15135  0.0626
73 N -2.26511 4.19835 23.58208  0.1864
74 C -1.66886 4.07705 22.38083  -0.6316
75 N -2.21839 3.17432 21.51099  0.1750
76 O -0.52247 4.51458 22.18595  -0.0317
77 H -3.22356 4.07409 23.83269  0.1079
78 H -1.64548 4.73057 24.14357  0.1039
79 H -1.81071 3.26819 20.60475  0.0589
80 H -3.23813 3.08894 21.42402  0.1172

The value obtained for the molar mass is 553.6 g/mol. As for the multiplicity: 1. The SMILES is COCCNCCOC.NC(N)=O.NC(N)=O.NC(N)=O.NC(N)=O.NC(N)=O.NC(N)=O.NC(N)=O.

---

Entry 2:
Density functional theory data (wB97M-V/def2-TZVPD) for 7 unconnected molecules or ions with the total composition C13H43O16P3.

Each line ends with the Löwdin charge.
Atoms and positions in Å:
1 C 3.04357 -10.01143 23.23545  -0.0749
2 O 2.51388 -10.05933 21.90886  -0.2078
3 P 1.45762 -11.13603 21.45224  0.3582
4 O 0.28089 -11.32703 22.30453  -0.2228
5 O 1.11684 -10.70290 19.96653  -0.1972
6 C 2.11336 -10.52161 18.96707  -0.1003
7 O 2.38210 -12.45604 21.31905  -0.2381
8 C 1.75890 -13.62737 20.78126  -0.0950
9 H 2.41196 -10.55849 23.93386  0.0884
10 H 3.13771 -8.97046 23.52571  0.0886
11 H 4.02769 -10.47985 23.20874  0.0868
12 H 2.47684 -9.49708 19.03076  0.0986
13 H 1.67303 -10.63665 17.97568  0.0889
14 H 2.92576 -11.24130 19.03760  0.0490
15 H 2.09658 -13.73565 19.75060  0.0791
16 H 0.67188 -13.61631 20.85702  0.0925
17 H 2.10341 -14.47369 21.37619  0.0711
18 C 6.81509 -20.43611 28.41836  -0.0938
19 O 6.50406 -19.24179 27.69404  -0.2045
20 P 7.34544 -17.90543 27.90936  0.3616
21 O 6.95171 -17.04278 29.02417  -0.2234
22 O 7.26082 -17.19150 26.47598  -0.2177
23 C 6.02193 -16.57094 26.12142  -0.0967
24 O 8.83858 -18.45323 27.94647  -0.2224
25 C 9.90989 -17.52212 28.09180  -0.0928
26 H 7.04421 -21.20011 27.66969  0.0901
27 H 5.89912 -20.77692 28.90530  0.0894
28 H 7.62098 -20.38167 29.14440  0.0859
29 H 5.55209 -17.07374 25.27717  0.0752
30 H 6.24569 -15.53961 25.85730  0.0883
31 H 5.24642 -16.57182 26.88946  0.0954
32 H 10.64012 -17.68846 27.30615  0.0882
33 H 10.35300 -17.64114 29.07918  0.0912
34 H 9.56233 -16.48834 28.04860  0.0856
35 C 4.42355 -12.04195 16.70399  -0.1085
36 O 5.37941 -12.78800 17.44261  -0.2316
37 P 6.12569 -12.10236 18.70904  0.4092
38 O 5.35186 -11.00882 19.32076  -0.2204
39 O 7.55101 -11.72319 18.10737  -0.2049
40 C 8.42297 -12.76866 17.64816  -0.0805
41 O 6.41405 -13.35175 19.66207  -0.2309
42 C 5.51906 -14.48653 19.59734  -0.0662
43 H 4.34848 -10.99972 17.00227  0.0821
44 H 3.43981 -12.51824 16.74127  0.0875
45 H 4.65905 -12.09971 15.63788  0.0895
46 H 9.36851 -12.68592 18.17709  0.0866
47 H 8.54569 -12.65783 16.57494  0.0924
48 H 8.00439 -13.75099 17.86566  0.0788
49 H 5.71374 -15.02270 20.51966  0.0672
50 H 5.79675 -15.10512 18.74492  0.0933
51 H 4.47493 -14.20419 19.50197  0.0783
52 C 9.20037 -13.71395 21.65460  -0.1651
53 O 10.31196 -14.14122 22.43044  -0.1144
54 H 8.67198 -14.55824 21.19551  0.0630
55 H 8.51000 -13.13567 22.27575  0.0800
56 H 9.53396 -13.07006 20.84182  0.0723
57 H 9.97488 -14.45552 23.27276  0.0688
58 C 7.32784 -17.39711 22.53421  -0.1261
59 O 6.00811 -17.48727 22.00176  -0.1264
60 H 7.48621 -16.35875 22.84167  0.0702
61 H 7.53972 -18.12896 23.31024  0.0881
62 H 8.11847 -17.46437 21.77164  0.0860
63 H 5.97827 -18.29090 21.47236  0.1018
64 C 5.00450 -14.23315 23.07032  -0.1090
65 O 4.59963 -15.56067 23.40741  -0.1541
66 H 6.10007 -14.23812 23.04656  0.0744
67 H 4.62656 -13.88462 22.10928  0.0540
68 H 4.64984 -13.54611 23.83576  0.0887
69 H 5.17232 -16.17634 22.90843  0.0291
70 C 1.51889 -17.51073 23.02932  -0.1623
71 O 2.63634 -17.50339 23.89846  -0.1351
72 H 1.51199 -16.57131 22.45896  0.0594
73 H 1.57434 -18.26327 22.23454  0.0709
74 H 0.60737 -17.59167 23.61393  0.0763
75 H 3.25313 -16.80333 23.62177  0.0226

The value obtained for the molar mass is 548.4 g/mol. As for the multiplicity: 1. The SMILES is COP(=O)(OC)OC.COP(=O)(OC)OC.COP(=O)(OC)OC.CO.CO.CO.CO.

---

Respective HOMO energy values: -0.3355 -0.3600 Ha.
Respective strongest force on any atom values: 0.075 0.026 hartree/bohr.